# 1
The following is a DFT calculation (the ωB97M-V functional and the def2-TZVPD basis) of a structure of composition C22H15MoN3O7.

## Properties
LUMO (spin up / spin down) = -0.92 / -1.06 eV
Spin multiplicity = 3
Relative energy (zero: lowest compared OMol25 entry of this formula, charge and spin) = 0.00 kJ/mol
Expectation value of S² = 2.022

Each line ends with the Mulliken charge.
Atoms and positions in Å:
Mo -0.15858 0.53087 -0.07750  0.81
C 2.65308 -4.62971 0.24849  -0.99
O 2.02293 -3.36501 0.32226  -0.31
C 2.34038 -2.57629 1.37650  0.80
C 3.19805 -2.92589 2.39807  -0.61
C 3.46063 -2.02853 3.44192  -0.94
C 2.86557 -0.79628 3.45443  -1.19
C 1.98394 -0.41330 2.42382  0.62
C 1.41175 0.90736 2.50011  0.01
N 0.59574 1.42423 1.64257  0.76
N 0.18087 2.73094 1.89341  -1.15
C -0.59971 3.14636 0.93597  0.79
O -0.92653 2.43000 -0.10108  -0.89
C -1.15754 4.51574 1.01944  0.47
C -0.89615 5.32983 2.11901  -0.27
C -1.42843 6.60650 2.17540  -0.64
C -2.22222 7.07836 1.13745  -0.37
C -2.48342 6.26919 0.04149  -0.65
C -1.95305 4.98986 -0.01843  -0.34
C 1.71579 -1.30639 1.37801  0.71
O 0.89971 -1.03046 0.36730  -0.74
H 2.29446 -5.09085 -0.66708  0.23
H 2.38170 -5.25982 1.09966  0.38
H 3.74050 -4.52908 0.20246  0.39
H 3.67449 -3.89520 2.40021  0.43
H 4.13644 -2.31763 4.23464  0.39
H 3.06624 -0.09622 4.25543  0.35
H 1.69044 1.53718 3.34089  0.37
H -0.27671 4.94998 2.91906  0.42
H -1.22472 7.23694 3.03105  0.38
H -2.63687 8.07716 1.18398  0.38
H -3.10111 6.63434 -0.76860  0.39
H -2.14813 4.34810 -0.86596  0.40
O 1.76880 0.86327 -3.64722  -0.63
C 0.97180 0.67442 -2.76944  0.31
O 1.02915 1.16960 -1.54400  -0.59
C -0.27343 -0.16509 -2.97319  0.64
C -0.74401 -0.72338 -4.14529  -0.72
C -1.95474 -1.40844 -4.09712  -0.21
C -2.67105 -1.50820 -2.90680  -0.71
C -2.13005 -0.92092 -1.78079  0.66
N -0.96287 -0.29785 -1.84965  0.27
C -2.72313 -0.83958 -0.38837  0.30
O -3.73901 -1.39980 -0.08503  -0.62
O -1.99211 -0.06644 0.40512  -0.64
H -0.17659 -0.61011 -5.05792  0.54
H -2.35181 -1.85611 -4.99850  0.44
H -3.62357 -2.01443 -2.84363  0.54

# 2
The following is a DFT calculation (the ωB97M-V functional and the def2-TZVPD basis) of a structure of composition C22H15N3PdSTe.

## Properties
LUMO = 4.84 eV
Net charge = -2
Relative energy (zero: lowest compared OMol25 entry of this formula, charge and spin) = 11.94 kJ/mol

Each line ends with the Mulliken charge.
Atoms and positions in Å:
Pd 0.44162 -0.63811 1.31496  -0.24
C 3.05720 -0.58891 -3.02794  -0.38
C 2.14059 -0.02302 -2.12048  -0.56
N 1.15490 -0.68644 -1.57876  -0.26
C 1.01141 -1.99789 -1.87761  -0.24
C 1.88119 -2.66919 -2.77774  1.37
C 2.91853 -1.90736 -3.35722  -0.70
C 1.70229 -4.04572 -3.05164  -0.96
C 0.68901 -4.71597 -2.41236  -0.65
C -0.17996 -4.07667 -1.52150  -0.52
C -0.06918 -2.71505 -1.21483  0.46
N -0.79577 -2.03177 -0.30624  -0.15
C -2.07500 -2.30556 -0.03605  0.17
C -2.96978 -3.07719 -0.80748  -0.66
C -4.29320 -3.29823 -0.41755  -0.64
C -4.82025 -2.77749 0.74074  -0.99
C -3.99832 -1.93329 1.52898  1.33
C -4.45963 -1.30695 2.70645  -0.62
C -3.63907 -0.45182 3.39221  -0.73
C -2.35053 -0.20306 2.89030  -0.55
N -1.88322 -0.79017 1.81311  -0.08
C -2.65897 -1.66593 1.13884  -0.23
H 3.85370 0.01938 -3.44054  0.34
H 2.24200 1.01654 -1.81821  0.40
H 3.60068 -2.39323 -4.04857  0.34
H 2.37416 -4.54415 -3.74212  0.29
H 0.55058 -5.77878 -2.58788  0.33
H -0.93390 -4.66943 -1.02187  0.59
H -2.63098 -3.51787 -1.73456  0.55
H -4.91527 -3.91683 -1.05915  0.32
H -5.84020 -2.97692 1.05047  0.29
H -5.47239 -1.50877 3.04225  0.35
H -3.96582 0.04598 4.29758  0.36
H -1.68481 0.49752 3.37934  0.61
Te 2.39464 0.24940 2.70405  -0.31
C 1.68926 0.70099 4.66407  -0.15
C 2.15990 1.61863 5.57086  -0.42
C 1.47693 1.61017 6.82162  -0.36
C 0.47035 0.69114 6.86631  -0.53
S 0.39034 -0.17920 5.37958  -0.16
H 2.97894 2.28479 5.33237  0.36
H 1.71477 2.27230 7.64693  0.32
H -0.20737 0.49260 7.68330  0.35

# 3
The following is a DFT calculation (the ωB97M-V functional and the def2-TZVPD basis) of a structure of composition C22H16AlN7O4S.

## Properties
LUMO = -7.75 eV
Net charge = +2
Relative energy (zero: lowest compared OMol25 entry of this formula, charge and spin) = 79.26 kJ/mol

Each line ends with the Mulliken charge.
Atoms and positions in Å:
Al 0.23795 -0.36005 -1.09725  0.37
O 2.99360 5.78909 -2.32167  -0.57
N 3.82466 4.90740 -2.29549  1.01
O 5.00721 5.03315 -2.48653  -0.55
C 3.34046 3.53765 -1.96225  -0.29
C 4.28067 2.65930 -1.55847  -0.83
C 3.92337 1.32970 -1.16380  0.61
C 4.83539 0.36079 -0.70029  -0.37
C 4.37952 -0.88700 -0.33702  -1.15
C 3.02045 -1.17420 -0.42853  0.24
N 2.14084 -0.27103 -0.86168  -0.13
C 2.58736 0.96448 -1.23078  -0.04
C 1.60209 1.89670 -1.69923  0.40
N 0.32673 1.41968 -1.74265  -0.10
C -0.67352 2.22300 -2.09575  0.21
C -0.42283 3.53849 -2.47527  -1.18
C 0.86241 4.02732 -2.46812  -0.31
C 1.93712 3.20031 -2.05088  0.45
H 5.31403 2.97834 -1.52576  0.60
H 5.88902 0.60270 -0.63117  0.52
H 5.05726 -1.64781 0.02207  0.44
H 2.62950 -2.14333 -0.14555  0.57
H -1.67633 1.81414 -2.06943  0.56
H -1.24889 4.16857 -2.77158  0.47
H 1.05489 5.04638 -2.76396  0.61
N -3.66301 -2.25103 5.76530  -0.46
C -3.35888 -1.68074 4.57965  1.12
C -2.16729 -0.94156 4.42402  -0.85
C -1.86373 -0.35913 3.21970  -0.50
C -2.73582 -0.51125 2.13705  -0.07
C -3.92082 -1.23775 2.27217  -0.38
C -4.22616 -1.81639 3.47758  -0.79
S -2.36944 0.24563 0.64567  1.45
O -1.53965 1.40957 0.82571  -0.74
O -3.51421 0.29612 -0.20533  -0.73
N -1.24731 -0.74091 -0.15748  0.18
C -1.37190 -2.00019 -0.67992  0.32
N -0.32453 -2.16116 -1.55325  -0.30
C -0.19310 -3.34359 -2.17781  0.23
C -1.10783 -4.33862 -1.94554  -0.76
C -2.15312 -4.05894 -1.06508  -0.15
N -2.29445 -2.89904 -0.42377  -0.43
H -3.09400 -2.09057 6.57635  0.20
H -4.54598 -2.70787 5.90515  0.21
H -1.50469 -0.81394 5.27023  0.31
H -0.97022 0.24233 3.11688  0.44
H -4.59435 -1.32973 1.43098  0.47
H -5.14942 -2.36960 3.59124  0.32
H 0.63546 -3.45676 -2.86475  0.49
H -1.03339 -5.29543 -2.43845  0.42
H -2.91512 -4.80321 -0.86522  0.47

# 4
The following is a DFT calculation (the ωB97M-V functional and the def2-TZVPD basis) of a structure of composition C22H16AsCl4IrNO10S.

## Properties
LUMO (spin up / spin down) = -2.10 / -3.00 eV
Spin multiplicity = 2
Relative energy (zero: lowest compared OMol25 entry of this formula, charge and spin) = 240.59 kJ/mol
Expectation value of S² = 0.755

Each line ends with the Mulliken charge.
Atoms and positions in Å:
Ir -0.50932 -0.36553 -0.81761  2.70
O -2.78285 -0.11204 -1.72833  -0.03
As -0.61928 -2.08230 -3.14807  0.38
O 0.16373 -0.64667 -2.65910  -0.53
O -1.43329 -2.32086 -1.69981  -0.53
C -2.94344 0.36994 -2.99593  0.31
C -3.76507 -0.28277 -3.90442  -0.71
C -3.97897 0.28266 -5.15191  -0.60
C -3.38034 1.48944 -5.48368  -0.72
C -2.53307 2.11052 -4.58230  -0.95
C -2.29211 1.54932 -3.33348  0.54
S -0.98498 2.30155 -2.39938  1.39
O -1.39085 3.61174 -2.00974  -0.68
O 0.17136 2.11235 -3.20102  -0.56
O -0.94116 1.48423 -1.02584  -0.66
H -3.23513 -0.96463 -1.62446  0.13
H -4.26093 -1.20208 -3.61631  0.46
H -4.62533 -0.21871 -5.85940  0.42
H -3.55642 1.93555 -6.45168  0.40
H -2.02906 3.03018 -4.84687  0.43
Cl 1.02894 -2.77413 0.09616  -0.15
C 1.30167 -3.24698 1.74811  0.95
C 1.07509 -4.57009 2.08334  -0.74
C 1.42071 -5.01152 3.35038  -0.63
C 2.04413 -4.14784 4.23656  -0.55
C 2.27068 -2.82856 3.88085  0.75
Cl 3.20457 -1.84346 4.95611  -0.17
C 1.82965 -2.32398 2.65418  -0.58
N 1.96744 -0.99584 2.27535  0.04
C 1.50491 0.09254 2.97611  0.81
C 0.82971 -0.00666 4.20556  -0.60
C 0.29808 1.11904 4.78493  -0.74
C 0.41500 2.35997 4.16563  -0.86
C 1.11795 2.46951 2.97702  -0.51
C 1.70523 1.36072 2.38983  0.61
C 2.55814 1.52615 1.15797  -1.58
C 1.83955 1.34782 -0.16352  0.84
O 1.90946 2.17136 -1.01908  -0.56
O 1.23949 0.13411 -0.31838  -0.61
H 0.64229 -5.23588 1.35196  0.44
H 1.24174 -6.03961 3.63139  0.38
H 2.38480 -4.49206 5.20247  0.43
H 1.98220 -0.84448 1.26912  0.02
H 0.65601 -0.97400 4.64791  0.47
H -0.25183 1.03113 5.71222  0.38
H -0.03794 3.23329 4.61442  0.39
H 1.22890 3.43058 2.49021  0.46
H 3.38672 0.81279 1.16240  0.43
H 2.95282 2.53616 1.09697  0.51
Cl -4.05760 -1.72924 0.61485  -0.19
C -3.37871 -0.34956 1.54492  0.00
Cl -3.61339 1.21436 0.75957  -0.09
C -1.93451 -0.63024 1.92486  0.29
O -1.75129 -0.93125 3.08142  -0.54
O -0.95167 -0.58102 1.07477  -0.71
H -3.94491 -0.34656 2.46757  0.43

# 5
The following is a DFT calculation (the ωB97M-V functional and the def2-TZVPD basis) of a structure of composition C22H16BrCrIN3O3SSe2.

## Properties
LUMO (spin up / spin down) = 1.05 / 1.03 eV
Net charge = -1
Spin multiplicity = 3
Relative energy (zero: lowest compared OMol25 entry of this formula, charge and spin) = 0.00 kJ/mol
Expectation value of S² = 2.019

Each line ends with the Mulliken charge.
Atoms and positions in Å:
Cr -17.54163 -0.02606 5.22079  0.91
O -19.37492 0.90638 5.46711  -0.63
N -20.31479 1.04841 4.50002  0.58
C -20.45881 2.29442 4.00310  -0.02
C -21.47304 2.65322 3.12833  -0.72
C -22.54278 1.75291 2.90501  -0.24
C -22.43949 0.57507 3.56953  -0.65
C -21.27590 0.04932 4.23959  0.01
S -21.41017 -1.49907 4.82731  -0.38
H -19.66621 2.97521 4.37145  0.28
H -21.32267 3.56968 2.53670  0.28
H -23.32028 1.94991 2.18852  0.40
H -23.26978 -0.13223 3.43749  0.30
Se -14.84609 1.33862 7.43922  0.11
Se -13.66498 1.27465 5.23301  -0.11
C -14.29150 -0.60353 5.38590  -0.06
C -13.16902 -1.44888 5.38071  -0.54
C -13.29545 -2.81498 5.13384  -0.39
C -14.60792 -3.29076 5.15424  -0.73
C -15.68421 -2.42383 5.22795  -0.44
N -15.58264 -1.03478 5.27916  0.64
C -16.11030 2.46340 6.59051  -0.01
C -16.25610 3.80470 7.09163  -0.83
C -17.02852 4.73623 6.39802  -0.45
C -17.55285 4.36624 5.18217  -0.50
C -17.24635 3.05963 4.71920  -0.62
N -16.72692 2.02127 5.44256  0.62
H -12.23076 -0.90776 5.42197  0.40
H -12.45931 -3.40896 4.81718  0.40
H -14.86026 -4.33838 4.96812  0.38
H -16.69913 -2.84898 5.13074  0.45
H -15.76329 4.07319 8.00596  0.39
H -17.10509 5.72798 6.83798  0.37
H -18.05355 5.08014 4.56846  0.53
H -17.45500 2.83200 3.67520  0.50
I -17.96883 -0.66549 7.89723  -0.44
Br -16.25423 0.34446 1.98350  -0.15
C -17.68093 -0.41666 1.00931  0.70
C -18.05034 0.19885 -0.18135  -0.82
C -19.09117 -0.35876 -0.91271  -0.43
C -19.67418 -1.57063 -0.50556  -0.56
C -19.32594 -2.13147 0.67899  -0.58
C -18.31485 -1.57383 1.49518  0.43
C -17.96953 -2.19319 2.84257  0.06
O -17.65865 -3.40654 2.80128  -0.70
O -18.20733 -1.49117 3.89505  -0.34
H -17.52033 1.05845 -0.56639  0.40
H -19.34995 0.08981 -1.85428  0.38
H -20.44550 -2.05063 -1.13670  0.32
H -19.70384 -3.08465 0.96230  0.47